# 1
Computed, not measured: a cluster of 11 separate species, C40H53Cl4F27O18 in total, with the ωB97M-V functional and the def2-TZVPD basis.

Each line ends with the Mulliken charge.
Atoms and positions in Å:
C (-23.685, -8.572, 8.474)  0.6606
C (-23.548, -10.100, 8.550)  -0.8332
O (-22.981, -10.606, 7.382)  -0.4148
C (-21.638, -10.542, 7.102)  0.1589
O (-20.733, -10.157, 7.905)  -0.8321
C (-21.285, -11.083, 5.772)  0.7434
F (-22.370, -11.092, 4.954)  -0.2859
F (-20.375, -10.331, 5.152)  -0.1873
F (-20.798, -12.255, 5.959)  -0.3005
H (-22.658, -8.215, 8.403)  -0.5439
H (-24.107, -8.187, 9.403)  0.1405
H (-24.310, -8.310, 7.621)  0.1085
H (-24.512, -10.603, 8.630)  0.2752
H (-22.937, -10.492, 9.364)  0.3531
C (-17.122, -8.402, 7.337)  -0.6978
C (-17.787, -9.159, 6.183)  0.1142
O (-18.201, -8.081, 5.279)  -0.4562
C (-19.394, -7.400, 5.549)  -0.1143
O (-20.190, -7.573, 6.455)  0.1473
C (-19.781, -6.447, 4.497)  0.8000
F (-18.915, -6.449, 3.467)  -0.3167
F (-20.988, -6.774, 4.022)  -0.1884
F (-19.801, -5.272, 5.030)  -0.1796
H (-17.300, -9.000, 8.230)  0.1191
H (-17.355, -7.356, 7.540)  0.0425
H (-16.038, -8.512, 7.304)  0.4910
H (-18.621, -9.714, 6.613)  -0.2640
H (-17.117, -9.905, 5.758)  0.4554
C (-17.681, 0.472, 9.679)  -1.0515
C (-17.007, -0.789, 10.218)  -0.1650
O (-17.610, -1.889, 9.585)  -0.0652
C (-17.031, -3.169, 9.702)  -0.1899
O (-15.979, -3.405, 10.259)  -0.5529
C (-17.838, -4.264, 9.079)  1.2143
F (-19.184, -3.997, 8.954)  -0.0732
F (-17.402, -4.630, 7.913)  -0.2838
F (-17.761, -5.372, 9.808)  -0.0714
H (-18.745, 0.456, 9.912)  0.0129
H (-17.696, 0.562, 8.592)  0.3141
H (-17.184, 1.346, 10.100)  0.4760
H (-17.097, -0.784, 11.305)  0.2865
H (-15.957, -0.627, 9.974)  0.2817
C (-20.075, -7.512, 10.243)  0.3263
C (-18.999, -8.416, 10.793)  -0.8476
O (-17.801, -7.681, 11.070)  -0.0374
C (-16.525, -8.177, 10.965)  0.3545
O (-16.290, -9.306, 10.467)  -0.5663
C (-15.438, -7.295, 11.671)  0.7935
F (-15.840, -6.049, 11.828)  -0.1114
F (-15.129, -7.797, 12.903)  -0.2823
F (-14.246, -7.205, 11.028)  -0.2911
H (-21.007, -8.049, 10.070)  0.2178
H (-19.835, -6.995, 9.314)  -0.1415
H (-20.285, -6.748, 10.991)  -0.0780
H (-18.757, -9.173, 10.047)  0.3656
H (-19.351, -8.985, 11.653)  0.2484
C (-22.489, 1.743, 12.560)  -1.2393
C (-22.915, 0.392, 11.887)  -0.1821
O (-22.086, 0.202, 10.733)  -0.2051
C (-22.092, -0.893, 10.056)  0.4467
O (-22.582, -1.992, 10.469)  -0.2779
C (-21.433, -0.753, 8.628)  0.4367
F (-20.406, -1.590, 8.601)  -0.1506
F (-22.303, -1.123, 7.661)  -0.0488
F (-20.988, 0.499, 8.450)  -0.2897
H (-21.413, 1.608, 12.669)  0.3082
H (-23.014, 1.932, 13.496)  0.3987
H (-22.659, 2.503, 11.796)  0.3026
H (-23.972, 0.429, 11.623)  0.3296
H (-22.873, -0.433, 12.599)  0.2525
C (-27.200, -5.395, 5.960)  -1.2777
C (-26.242, -5.032, 4.879)  0.5042
O (-25.242, -6.056, 4.793)  0.3143
C (-25.301, -7.075, 3.847)  -0.0205
O (-26.270, -7.245, 3.128)  -0.5853
C (-24.145, -8.078, 3.846)  1.0623
F (-24.604, -9.317, 3.981)  -0.2579
F (-23.495, -8.046, 2.647)  -0.2817
F (-23.349, -7.870, 4.816)  -0.2430
H (-27.533, -6.389, 5.660)  0.4828
H (-28.117, -4.815, 6.066)  0.3856
H (-26.716, -5.385, 6.936)  0.0375
H (-25.741, -4.075, 5.023)  -0.3686
H (-26.815, -4.957, 3.955)  0.3154
C (-25.611, -3.032, 11.564)  -0.6036
C (-26.782, -4.064, 11.737)  -0.5349
O (-26.625, -4.981, 10.752)  -0.0256
C (-27.153, -6.188, 11.013)  0.1533
O (-27.797, -6.526, 12.029)  -0.5739
C (-27.172, -7.130, 9.769)  1.0401
F (-26.789, -8.333, 10.088)  -0.2502
F (-28.394, -7.197, 9.227)  -0.2867
F (-26.373, -6.629, 8.850)  -0.2272
H (-25.872, -2.156, 12.158)  0.4724
H (-25.466, -2.504, 10.621)  0.0067
H (-24.659, -3.469, 11.865)  0.1315
H (-27.746, -3.555, 11.763)  0.2903
H (-26.565, -4.508, 12.709)  0.3829
C (-21.126, -4.110, 12.928)  -0.9250
C (-19.828, -3.808, 12.269)  0.2247
O (-18.822, -4.631, 12.888)  -0.0718
C (-18.151, -4.000, 13.889)  0.4680
O (-18.074, -2.770, 14.045)  -0.5943
C (-17.489, -5.012, 14.878)  0.8505
F (-17.813, -4.700, 16.135)  -0.2780
F (-17.929, -6.216, 14.712)  -0.2249
F (-16.163, -4.947, 14.705)  -0.2445
H (-21.858, -3.395, 12.553)  -0.0496
H (-21.049, -4.150, 14.014)  0.4915
H (-21.525, -5.084, 12.644)  0.1382
H (-19.538, -2.760, 12.332)  0.6467
H (-19.961, -4.061, 11.217)  -0.5642
C (-23.842, 1.928, 6.272)  -0.7828
C (-25.378, 1.792, 6.251)  -0.3159
O (-25.898, 0.430, 6.177)  -0.3122
C (-25.938, -0.377, 7.261)  0.2152
O (-25.489, -0.065, 8.395)  -0.6096
C (-26.492, -1.810, 7.078)  1.0791
F (-27.405, -2.185, 7.958)  -0.2283
F (-27.071, -1.971, 5.893)  -0.2438
F (-25.437, -2.672, 7.174)  -0.1431
H (-23.397, 1.196, 5.598)  0.2665
H (-23.517, 1.720, 7.292)  0.0449
H (-23.452, 2.901, 5.971)  0.4231
H (-25.678, 2.357, 5.368)  0.3087
H (-25.945, 2.257, 7.057)  0.3229
Cl (-22.829, -5.786, 10.202)  -0.3307
C (-22.876, -4.558, 8.915)  0.8609
C (-22.965, -5.209, 7.473)  0.9784
Cl (-22.979, -4.013, 6.128)  -0.2890
H (-21.997, -3.930, 9.057)  -0.4049
H (-23.737, -3.927, 9.135)  -0.0982
H (-23.871, -5.800, 7.339)  -0.2630
H (-22.086, -5.827, 7.295)  -0.5146
Cl (-25.846, -1.826, 3.093)  -0.1547
C (-25.145, -3.181, 2.163)  -0.5472
C (-23.718, -3.568, 2.669)  0.4591
Cl (-23.167, -5.113, 1.992)  -0.1586
H (-25.089, -2.888, 1.115)  0.4458
H (-25.950, -3.915, 2.202)  0.2204
H (-23.791, -3.788, 3.734)  -0.7544
H (-23.024, -2.730, 2.609)  0.4567

Values from the calculation:
2S+1 = 2
Kohn-Sham gap (spin up / spin down) = 1.53 / 6.35 eV
Expectation value of S² = 0.75
Total charge = -1
E_HOMO (spin up / spin down) = -0.004 / -0.181 hartree

---

# 2
Computed, not measured: a cluster of 11 separate species, C40H53Cl4F27O18 in total, with the ωB97M-V functional and the def2-TZVPD basis.

Each line ends with the Mulliken charge.
Atoms and positions in Å:
C (0.899, -3.897, -0.177)  -0.5793
C (-0.450, -4.077, -0.887)  -0.2878
O (-0.707, -3.062, -1.879)  -0.1689
C (-0.312, -3.212, -3.105)  0.3059
O (0.256, -4.235, -3.588)  -0.6566
C (-0.597, -2.031, -4.032)  0.9357
F (-0.924, -0.973, -3.300)  -0.1521
F (0.473, -1.681, -4.787)  -0.1963
F (-1.628, -2.278, -4.883)  -0.2953
H (1.026, -2.879, 0.193)  -0.3128
H (1.778, -4.004, -0.812)  0.3605
H (1.050, -4.681, 0.565)  0.4424
H (-1.260, -4.211, -0.170)  0.2964
H (-0.479, -5.099, -1.266)  0.3823
C (3.025, 2.570, -2.387)  -1.1982
C (2.181, 2.228, -3.616)  0.8209
O (2.970, 1.871, -4.735)  -0.3560
C (2.325, 1.168, -5.766)  0.2611
O (1.093, 1.064, -5.889)  -0.5155
C (3.304, 0.483, -6.774)  1.0255
F (2.996, 0.917, -8.031)  -0.2658
F (4.547, 0.843, -6.466)  -0.2410
F (3.097, -0.834, -6.665)  -0.2174
H (3.680, 1.759, -2.069)  0.2226
H (2.466, 2.968, -1.540)  -0.0553
H (3.735, 3.331, -2.710)  0.5217
H (1.604, 3.111, -3.892)  0.5587
H (1.535, 1.381, -3.387)  -0.5121
C (-0.430, -7.012, 4.509)  -1.1341
C (-1.642, -6.142, 4.285)  -0.2175
O (-1.053, -4.880, 4.172)  -0.2176
C (-1.376, -3.987, 3.209)  -0.0377
O (-2.063, -4.285, 2.237)  -0.6138
C (-0.797, -2.549, 3.446)  1.1561
F (-0.322, -2.391, 4.711)  -0.2410
F (0.219, -2.334, 2.574)  -0.2533
F (-1.732, -1.596, 3.182)  -0.0724
H (0.274, -6.760, 3.716)  0.2775
H (-0.587, -8.087, 4.423)  0.4235
H (0.000, -6.829, 5.494)  0.2635
H (-2.385, -6.177, 5.082)  0.3426
H (-2.064, -6.507, 3.349)  0.2515
C (1.752, 0.571, 5.981)  -1.1581
C (1.421, 1.803, 5.111)  -0.0827
O (0.140, 1.679, 4.562)  -0.0102
C (-0.956, 2.200, 5.235)  0.0136
O (-0.886, 2.814, 6.299)  -0.5600
C (-2.271, 1.987, 4.374)  1.2095
F (-2.065, 1.636, 3.090)  -0.3205
F (-3.049, 1.043, 4.970)  -0.2879
F (-3.008, 3.113, 4.370)  -0.2417
H (1.775, -0.407, 5.502)  0.1099
H (1.053, 0.426, 6.804)  0.4388
H (2.736, 0.606, 6.450)  0.3752
H (2.179, 1.929, 4.339)  0.1913
H (1.483, 2.718, 5.701)  0.3855
C (4.487, -0.102, 3.834)  -1.2811
C (3.619, -1.175, 3.277)  0.9094
O (4.148, -2.434, 3.648)  -0.3568
C (3.844, -2.962, 4.834)  0.3839
O (3.205, -2.346, 5.687)  -0.5153
C (4.210, -4.459, 5.022)  0.7768
F (3.033, -5.139, 5.045)  -0.1992
F (4.970, -4.902, 3.988)  -0.2409
F (4.896, -4.574, 6.185)  -0.2294
H (5.522, -0.268, 3.536)  0.4080
H (4.383, -0.031, 4.916)  0.2842
H (4.116, 0.866, 3.496)  0.2290
H (3.389, -1.080, 2.216)  0.3152
H (2.609, -1.099, 3.680)  -0.4519
C (-2.096, 1.743, -4.377)  -1.3557
C (-1.690, 2.317, -3.014)  1.3541
O (-1.700, 3.780, -3.076)  -0.1540
C (-2.780, 4.592, -3.098)  0.5872
O (-3.984, 4.248, -3.071)  -0.6091
C (-2.394, 6.095, -3.322)  0.7565
F (-2.755, 6.831, -2.349)  -0.2595
F (-1.070, 6.294, -3.381)  -0.2648
F (-2.893, 6.625, -4.379)  -0.2747
H (-1.522, 2.308, -5.112)  0.4636
H (-3.154, 1.917, -4.570)  0.3669
H (-1.772, 0.709, -4.493)  0.1332
H (-0.639, 2.108, -2.818)  -0.7782
H (-2.177, 1.896, -2.134)  -0.0574
C (-4.676, -1.815, 2.936)  -1.2034
C (-4.839, -0.599, 2.061)  0.3921
O (-5.229, -0.979, 0.786)  -0.3243
C (-4.275, -1.091, -0.177)  0.1763
O (-3.098, -0.688, -0.018)  0.0213
C (-4.841, -1.301, -1.620)  0.6326
F (-4.545, -0.228, -2.409)  -0.1671
F (-4.339, -2.474, -2.065)  -0.2350
F (-6.150, -1.417, -1.551)  -0.2669
H (-4.300, -1.495, 3.908)  0.3705
H (-3.907, -2.494, 2.568)  -0.0008
H (-5.551, -2.440, 3.115)  0.3950
H (-3.902, -0.044, 2.105)  -0.2687
H (-5.568, 0.097, 2.476)  0.4198
C (5.771, -2.305, -7.434)  -1.0185
C (5.518, -3.153, -6.225)  -0.1688
O (4.905, -2.333, -5.210)  -0.0891
C (5.009, -2.675, -3.910)  -0.2225
O (5.674, -3.638, -3.496)  -0.5909
C (4.077, -1.846, -2.985)  1.0741
F (4.669, -1.652, -1.813)  -0.2232
F (3.881, -0.647, -3.554)  -0.1301
F (2.898, -2.449, -2.893)  -0.0004
H (6.034, -2.960, -8.264)  0.4364
H (6.573, -1.568, -7.384)  0.3053
H (4.922, -1.676, -7.700)  0.0759
H (6.517, -3.467, -5.924)  0.2870
H (4.861, -3.987, -6.475)  0.2839
C (-6.935, 2.689, -0.085)  -1.5587
C (-5.412, 2.668, -0.229)  0.8875
O (-4.924, 3.930, 0.164)  -0.2910
C (-3.692, 4.108, 0.758)  0.3423
O (-2.810, 3.252, 0.909)  -0.3066
C (-3.471, 5.506, 1.249)  0.7055
F (-3.433, 5.455, 2.545)  -0.2315
F (-2.289, 5.879, 0.788)  -0.2103
F (-4.358, 6.337, 0.832)  -0.2643
H (-7.324, 1.797, -0.575)  0.4045
H (-7.293, 3.525, -0.687)  0.4033
H (-7.271, 2.674, 0.952)  0.3564
H (-5.015, 2.480, -1.227)  0.0874
H (-4.938, 1.889, 0.368)  -0.3309
Cl (-0.091, 4.960, 2.702)  -0.1015
C (1.059, 5.968, 1.672)  -0.8591
C (1.575, 5.195, 0.420)  -0.5478
Cl (0.257, 4.832, -0.755)  0.0868
H (1.853, 6.191, 2.385)  0.4589
H (0.606, 6.919, 1.393)  0.3756
H (2.004, 4.218, 0.640)  0.0812
H (2.364, 5.810, -0.015)  0.4721
Cl (1.852, -0.399, -1.025)  0.0521
C (0.281, -0.121, -0.144)  0.5119
C (0.362, 1.228, 0.519)  1.3586
Cl (1.695, 1.248, 1.691)  -0.1066
H (0.082, -0.826, 0.664)  -0.5402
H (-0.540, -0.345, -0.824)  -0.4293
H (-0.609, 1.367, 0.996)  -0.5919
H (0.493, 2.012, -0.226)  -0.2282

Values from the calculation:
2S+1 = 1
Kohn-Sham gap = 10.95 eV
SMILES string = CCOC(=O)C(F)(F)F.CCOC(=O)C(F)(F)F.CCOC(=O)C(F)(F)F.CCOC(=O)C(F)(F)F.CCOC(=O)C(F)(F)F.CCOC(=O)C(F)(F)F.CCOC(=O)C(F)(F)F.CCOC(=O)C(F)(F)F.CCOC(=O)C(F)(F)F.ClCCCl.ClCCCl
Total charge = 0
Energy above the lowest of the compared OMol25 structures with the same formula, charge and spin = 75.6 kcal/mol
E_HOMO = -0.396 hartree

---

# 3
Computed, not measured: a structure of composition C40H53F2N6PS3Ti, with the ωB97M-V functional and the def2-TZVPD basis.

Each line ends with the Mulliken charge.
Atoms and positions in Å:
Ti (2.673, -1.191, 0.366)  -0.1187
S (0.231, -1.645, 0.463)  1.1821
C (0.278, -3.348, 0.067)  0.2280
C (-0.816, -3.962, -0.534)  -1.0532
C (-0.851, -5.330, -0.815)  0.3801
C (-1.994, -5.884, -1.432)  -0.1466
N (-2.945, -6.318, -1.920)  -0.6874
C (0.256, -6.139, -0.461)  0.3785
C (1.362, -5.527, 0.138)  -0.8531
C (1.399, -4.167, 0.408)  0.3985
S (2.789, -3.505, 1.223)  -0.8453
C (0.253, -7.536, -0.659)  -0.1923
N (0.275, -8.682, -0.786)  -0.6633
H (-1.678, -3.361, -0.798)  0.4843
H (2.221, -6.130, 0.402)  0.4871
C (-2.360, -2.527, 3.078)  -1.0182
N (-1.424, -1.593, 3.670)  -0.1039
C (-0.090, -1.822, 3.742)  0.5337
N (0.340, -3.093, 3.630)  -0.3949
S (0.921, -0.587, 4.241)  -0.4728
H (-3.358, -2.093, 3.118)  0.3672
H (-2.363, -3.463, 3.642)  0.3893
H (-2.107, -2.738, 2.036)  0.2614
H (-1.647, -0.615, 3.580)  -0.0400
H (-0.201, -3.705, 3.033)  0.2684
H (1.333, -3.196, 3.453)  0.2496
C (2.075, -1.472, -4.496)  -0.6074
C (2.298, -2.586, -3.698)  -0.6220
C (2.505, -2.440, -2.332)  -0.4661
C (2.483, -1.188, -1.689)  0.8063
C (2.252, -0.086, -2.532)  -0.5560
C (2.056, -0.219, -3.902)  -0.0577
H (1.935, -1.579, -5.567)  0.3234
H (2.307, -3.573, -4.149)  0.3707
H (2.695, -3.344, -1.756)  0.4506
H (2.233, 0.917, -2.118)  0.0997
H (1.882, 0.661, -4.516)  0.3566
F (2.344, 1.459, 0.089)  -0.3087
C (2.386, 0.664, 1.260)  0.9772
F (3.531, 1.182, 1.912)  -0.3730
H (1.541, 0.997, 1.876)  -0.5133
C (-4.317, 1.364, 2.845)  0.0060
C (-4.752, 1.765, 1.426)  -1.0322
C (-3.570, 2.292, 0.588)  -0.5447
C (-2.276, 1.633, 1.057)  1.1921
C (-1.944, 2.159, 2.461)  -0.1635
C (-3.198, 2.270, 3.351)  -1.2217
P (-0.687, 1.596, 0.050)  -0.5993
C (-0.296, 3.360, -0.486)  0.1965
C (-1.414, 4.302, -0.991)  -0.5879
C (-1.615, 5.500, -0.064)  -0.9597
C (-0.345, 6.354, -0.020)  -0.8621
C (0.914, 5.469, 0.103)  -0.9735
C (0.556, 4.063, 0.581)  -0.4738
C (-1.149, 0.803, -1.609)  1.5299
C (-2.176, -0.354, -1.513)  0.4092
C (-3.402, -0.127, -2.397)  -1.2086
C (-3.000, -0.019, -3.871)  -0.9758
C (-1.703, 0.795, -4.029)  -0.8482
C (-1.463, 1.696, -2.816)  -0.5998
H (-3.963, 0.330, 2.846)  -0.4015
H (-5.178, 1.408, 3.517)  0.5475
H (-5.524, 2.540, 1.482)  0.4486
H (-5.197, 0.898, 0.931)  0.3149
H (-3.487, 3.374, 0.717)  0.2673
H (-3.756, 2.092, -0.468)  -0.1225
H (-2.466, 0.555, 1.145)  -0.2112
H (-1.489, 3.147, 2.381)  -0.2007
H (-1.193, 1.510, 2.919)  0.0279
H (-3.565, 3.302, 3.360)  0.4002
H (-2.947, 2.012, 4.383)  0.4925
H (0.389, 3.157, -1.318)  0.8752
H (-2.354, 3.767, -1.101)  0.2161
H (-1.145, 4.689, -1.981)  0.4545
H (-1.866, 5.154, 0.942)  0.2033
H (-2.455, 6.107, -0.413)  0.4694
H (-0.406, 7.058, 0.815)  0.3637
H (-0.289, 6.944, -0.940)  0.3439
H (1.633, 5.933, 0.782)  0.4724
H (1.403, 5.383, -0.872)  0.3231
H (0.033, 4.126, 1.536)  0.2249
H (1.465, 3.490, 0.752)  0.1872
H (-0.181, 0.341, -1.832)  -1.6304
H (-2.494, -0.515, -0.484)  0.1532
H (-1.689, -1.277, -1.832)  0.2377
H (-3.918, 0.786, -2.088)  0.1411
H (-4.109, -0.951, -2.264)  0.5848
H (-3.816, 0.443, -4.436)  0.3654
H (-2.849, -1.023, -4.273)  0.3933
H (-1.745, 1.395, -4.942)  0.5611
H (-0.851, 0.117, -4.117)  0.1306
H (-2.341, 2.327, -2.658)  0.1132
H (-0.615, 2.352, -3.023)  0.4066
N (4.155, -1.383, 2.724)  0.0682
C (5.107, -1.297, 1.735)  0.4616
C (6.455, -1.421, 2.017)  -0.9071
C (7.390, -1.460, 0.966)  -0.4634
C (6.907, -1.347, -0.340)  -0.7961
C (5.557, -1.192, -0.553)  -0.6089
N (4.632, -1.157, 0.460)  0.6266
H (4.416, -1.139, 3.662)  0.2750
H (3.202, -1.158, 2.456)  -0.5604
H (6.777, -1.511, 3.048)  0.3301
H (8.444, -1.595, 1.168)  0.3671
H (7.582, -1.379, -1.185)  0.3883
H (5.155, -1.092, -1.554)  0.4842

Values from the calculation:
2S+1 = 3
Kohn-Sham gap (spin up / spin down) = 3.28 / 6.18 eV
Expectation value of S² = 2.03
Total charge = -2
Energy above the lowest of the compared OMol25 structures with the same formula, charge and spin = 19.6 kcal/mol
E_HOMO (spin up / spin down) = 0.022 / -0.084 hartree

---

How do the records compare in strongest force on any atom? In the order shown, they have 5.68, 6.10, 1.98 eV/Å.